ORCA calculation (wB97M-V/def2-TZVPD) on a cluster of 3 separate species, CH8O3 in total.

Results
net charge	0
multiplicity	1
electronic energy	-268.5976	a.u.
SMILES	CO.O.O

Each line ends with the natural charge from an NBO analysis.
CARTESIAN COORDINATES (ANGSTROEM)
O 0.5823 -0.2383 2.0148  -0.96
O -0.1950 2.0579 0.1837  -0.96
O 0.3925 -1.8723 -0.5526  -0.74
C -0.5870 -1.0765 -1.1917  -0.23
H 0.6015 -1.4241 0.2777  0.49
H 1.5231 -0.1761 2.2249  0.47
H 0.3111 0.6612 1.7914  0.50
H -0.7822 -1.5617 -2.1252  0.18
H -0.1766 -0.0886 -1.4089  0.13
H -0.3505 1.7394 -0.7100  0.48
H 0.1784 2.9437 0.0959  0.48
H -1.4976 -0.9645 -0.6001  0.17

***

ORCA calculation (wB97M-V/def2-TZVPD) on the ion C3H8NO with charge -1 in a non-equilibrium geometry.

Results
net charge	-1
multiplicity	1
electronic energy	-249.0471	a.u.
SMILES	C[C@H](N)C[O-]

Each line ends with the natural charge from an NBO analysis.
CARTESIAN COORDINATES (ANGSTROEM)
O -2.3254 0.3409 0.3224  -0.97
N -0.4142 -1.2477 -0.8493  -0.86
C 0.1357 -0.3951 0.2327  -0.10
C 1.4894 0.2011 -0.1646  -0.64
C -1.0086 0.7218 0.5475  -0.04
H -0.8038 0.8760 1.6832  0.06
H -0.6084 -0.5618 -1.5339  0.33
H -1.3120 -1.4339 -0.5425  0.38
H -0.0127 -1.1204 1.0968  0.17
H 1.3820 0.6416 -1.1771  0.20
H -0.6740 1.6944 0.0486  0.07
H 2.1115 0.9615 0.4137  0.20
H 2.0406 -0.6784 -0.0773  0.21

***

ORCA calculation (wB97M-V/def2-TZVPD) on a structure of composition C12H43AgO12V in a non-equilibrium geometry.

Results
net charge	+2
multiplicity	2
electronic energy	-2475.7189	a.u.

Each line ends with the Löwdin spin population.
CARTESIAN COORDINATES (ANGSTROEM)
Ag -9.3243 -27.2967 -19.2606  0.00
V -8.8889 -32.9523 -18.8700  -0.01
O -0.6729 -32.2900 -15.3222  0.00
O -13.0523 -26.0834 -13.4676  0.00
O -5.2992 -27.9306 -8.9598  0.00
O -5.6376 -26.9294 -20.3260  0.00
O -8.5869 -23.8418 -17.4130  0.00
O -7.5253 -33.4100 -19.4610  0.00
O -10.7847 -36.8194 -12.5132  0.00
O -7.9609 -38.2739 -16.1453  0.00
O -9.5536 -34.1848 -18.0297  0.00
O -10.6465 -27.8988 -9.1163  0.00
O -6.7234 -37.4425 -10.1555  0.00
O -7.7718 -29.8145 -16.1022  0.83
C -7.7479 -29.8079 -14.6767  0.09
C -8.6469 -23.5896 -16.0016  0.00
C -6.6368 -37.9871 -15.9056  0.00
C -12.1017 -36.1876 -12.7007  0.00
C -6.5352 -29.0609 -14.0547  0.02
C -7.9249 -31.1945 -13.9428  0.01
C -6.0967 -36.2062 -10.1863  0.00
C -4.6079 -26.6748 -9.2672  0.00
C -10.7472 -26.7289 -8.1749  0.00
C -14.3590 -25.7196 -13.0510  0.00
C -4.4224 -27.0231 -19.6614  0.00
C 0.1512 -31.3044 -15.9703  0.00
H 0.1471 -31.3145 -17.0602  0.00
H -8.6559 -29.2471 -14.4550  0.06
H -5.3890 -27.1474 -21.2272  0.00
H -6.6000 -29.0423 -12.9667  0.00
H -7.9621 -22.7437 -16.0618  0.00
H -7.9011 -31.0478 -12.8630  0.00
H -6.0878 -38.6283 -16.5952  0.00
H -4.3455 -28.1103 -19.6790  0.00
H -0.2795 -30.3474 -15.6757  0.00
H -7.5508 -37.3312 -10.6294  0.00
H -14.4082 -25.6764 -11.9630  0.00
H -13.0817 -26.2327 -14.4154  0.00
H -5.2644 -25.9411 -9.7350  0.00
H -14.6078 -24.7819 -13.5480  0.00
H -12.7848 -36.2205 -11.8519  0.00
H -4.4522 -26.5832 -18.6646  0.00
H -11.4504 -25.9717 -8.5218  0.00
H -6.4579 -38.1824 -14.8483  0.00
H -6.1682 -27.9985 -9.3621  0.00
H -5.6120 -29.5956 -14.2779  0.00
H -5.7903 -36.0046 -11.2128  0.00
H -0.1420 -33.0360 -15.0338  0.00
H -3.8416 -26.9728 -9.9828  0.00
H -4.1222 -26.2775 -8.3759  0.00
H -6.4431 -36.9495 -16.1778  0.00
H -8.0823 -39.0598 -16.6831  0.00
H -8.2632 -24.3330 -15.3029  0.00
H -9.6004 -23.2025 -15.6423  0.00
H -6.8246 -35.4101 -10.0297  0.00
H -10.7373 -27.5261 -9.9964  0.00
H -7.2485 -32.0076 -14.2062  0.00
H -5.2869 -36.2005 -9.4568  0.00
H -9.8020 -26.1907 -8.1043  0.00
H -10.2701 -36.6726 -13.3102  0.00
H -3.5774 -26.5911 -20.1976  0.00
H -12.5851 -36.7477 -13.5012  0.00
H -15.0505 -26.4808 -13.4122  0.00
H -8.1850 -23.1318 -17.9189  0.00
H -8.9176 -31.5654 -14.1980  0.00
H -10.9498 -27.0424 -7.1508  0.00
H -6.3335 -28.0906 -14.5084  0.00
H -12.0199 -35.1452 -13.0088  0.00
H 1.1664 -31.3096 -15.5736  0.00

***

ORCA calculation (wB97M-V/def2-TZVPD) on the molecule C4H5NO in a non-equilibrium geometry.

Results
net charge	0
multiplicity	1
electronic energy	-285.3403	a.u.
SMILES	O[C@@H]1C=CC=N1

Each line ends with the natural charge from an NBO analysis.
CARTESIAN COORDINATES (ANGSTROEM)
O 2.0757 -0.2712 0.4713  -0.68
N -0.0217 -1.5319 -0.0503  -0.39
C -1.1814 0.4506 0.4177  -0.27
C 0.9243 -0.2182 -0.3473  0.17
C 0.0012 0.9046 0.0453  -0.17
C -1.1108 -0.9857 0.2304  0.06
H 1.0756 -0.3787 -1.4656  0.19
H 0.2668 1.9582 0.0665  0.22
H -1.9701 -1.5071 0.3488  0.17
H 2.3411 -1.1171 0.4116  0.47
H -2.0620 1.0639 0.7796  0.23

***

ORCA calculation (wB97M-V/def2-TZVPD) on the molecule C7H12.

Results
net charge	0
multiplicity	1
electronic energy	-273.8590	a.u.
SMILES	CC1CC2(CC2)C1

Each line ends with the natural charge from an NBO analysis.
CARTESIAN COORDINATES (ANGSTROEM)
C -0.2142 0.1503 -1.0786  -0.39
C -2.5952 0.1870 0.1162  -0.60
C 0.8966 0.0847 -0.0230  -0.06
C -0.1549 -0.1117 1.0828  -0.40
C 2.2262 0.7808 -0.0091  -0.42
C -1.2031 -0.3937 -0.0202  -0.20
C 2.1589 -0.7185 -0.1377  -0.41
H 2.3981 -1.1636 -1.1006  0.21
H -0.3235 0.7416 1.7563  0.20
H -0.4556 1.1809 -1.3623  0.20
H -0.0864 -0.4622 -1.9761  0.20
H -1.2876 -1.4830 -0.1264  0.19
H -2.5692 1.2785 0.2043  0.20
H 2.5178 1.3517 -0.8899  0.21
H 2.5910 1.1978 0.9273  0.21
H -3.2015 -0.0797 -0.7552  0.21
H 2.4658 -1.3174 0.7185  0.21
H -0.0624 -1.0155 1.6657  0.20
H -3.1008 -0.2082 1.0081  0.21

***

ORCA calculation (wB97M-V/def2-TZVPD) on a cluster of 2 separate species, C4H14N3O in total in a non-equilibrium geometry.

Results
net charge	+1
multiplicity	1
electronic energy	-399.9997	a.u.

Each line ends with the natural charge from an NBO analysis.
CARTESIAN COORDINATES (ANGSTROEM)
O 1.3490 3.7345 1.4735  -0.98
N -0.9425 0.5883 0.7416  -0.72
N 1.1557 -1.4257 0.9323  -0.88
N -2.5871 -1.6285 -0.7158  -0.80
C -0.6067 -0.0826 -0.5564  -0.03
C -1.4522 -1.0074 -1.1261  0.06
C 0.7616 -0.0473 -1.1649  -0.45
C 1.7734 -0.8480 -0.3536  -0.26
H -0.9257 1.6201 0.6808  0.44
H 1.7550 3.9161 2.4021  0.50
H 1.1062 -2.3990 0.9075  0.39
H 2.7144 -0.3370 -0.2932  0.22
H 1.9262 3.3338 0.8399  0.48
H -1.8612 0.4145 1.0068  0.43
H -3.0135 -2.1654 -1.4652  0.42
H -0.0531 0.2152 1.3704  0.48
H 2.0285 -1.8006 -0.9135  0.21
H 1.0508 1.0783 -1.4050  0.22
H -3.1057 -1.3995 0.1160  0.40
H -0.9741 -1.5194 -2.0297  0.22
H 1.6392 -1.2233 1.7964  0.38
H 0.6811 -0.4372 -2.3025  0.26